Here is 2 unconnected molecules or ions with the total composition C2H5ClOS in a non-equilibrium geometry from the Open Molecules 2025 dataset. Energies are from ωB97M-V/def2-TZVPD.

Last column: Löwdin charge in e.
Element x y z (Å)
O 2.19 -0.71 -1.32  -0.548
S 2.83 -0.90 0.22  0.426
Cl 3.69 0.94 0.28  0.102
H 2.74 -1.03 -2.02  0.019
C -2.53 0.26 0.67  -0.082
C -1.35 0.24 0.23  -0.088
H -2.76 1.11 1.27  0.046
H -3.29 -0.48 0.50  0.050
H -0.70 1.01 0.54  0.042
H -0.82 -0.42 -0.39  0.033

Calculated values
- SMILES: OSCl.C=C
- LUMO energy: -0.03 eV
- Energy relative to the best compared isomer or geometry (same formula, charge and spin): 1.752 eV
- Gap between HOMO and LUMO: 9.36 eV